Record 1
Below is a 14-piece molecular cluster, C13H40FIO16 overall at a distorted geometry, with properties calculated with the ωB97M-V functional and the def2-TZVPD basis.

Calculated values
strongest force on any atom: 2.5 eV/Å
LUMO energy: -0.0060 Ha
Kohn-Sham gap: 8.70 eV
molar mass: 598.349 g/mol
energy: -57708.739 eV
HOMO level: -8.868 eV
net charge: 0

```
71
Properties=species:S:1:pos:R:3:forces:R:3:lowdin_charge:R:1
C -2.7082 -0.6006 -4.3998 0.55 0.03 0.48 -0.0431
C -2.2712 -0.9242 -2.9880 -0.27 0.33 -0.26 -0.2666
C -2.3412 0.0578 -1.9995 0.34 -0.39 0.38 -0.0281
C -1.9019 -0.2164 -0.7047 0.10 -0.72 -0.59 -0.0481
C -1.3973 -1.4788 -0.4049 0.05 -0.14 0.40 -0.2208
C -0.8746 -1.7764 0.9930 -0.16 0.64 0.17 -0.0651
C 0.6290 -1.9055 0.9206 -0.50 -1.84 -1.55 -0.2878
O 1.3353 -2.1603 2.1431 -0.34 0.08 0.05 0.1135
C 2.6186 -1.8933 1.8462 -0.83 0.69 -0.26 -0.5892
O 3.5645 -2.4571 2.2692 0.87 -0.38 0.93 0.1815
O 2.6559 -0.8550 0.9971 0.41 -0.23 -0.77 -0.0287
C 1.4624 -0.8660 0.1380 1.23 0.86 1.97 -0.6057
I 2.2915 -1.6445 -1.7241 -0.45 -0.02 0.32 1.1275
C 1.0103 0.5953 0.1730 -0.15 0.23 -0.75 -0.1323
C 1.0528 1.2517 -1.1844 0.04 0.04 0.16 -0.2405
F 0.5610 2.5711 -1.1104 -0.21 0.06 0.27 -0.0693
C -1.3575 -2.4774 -1.3803 -0.32 0.63 -0.29 -0.0544
C -1.7957 -2.1936 -2.6703 0.24 0.01 0.59 -0.0403
H -3.4233 -1.3327 -4.7594 -0.17 0.04 -0.16 0.0779
H -1.8334 -0.6096 -5.0474 0.03 -0.13 -0.20 0.0795
H -3.1049 0.4082 -4.4368 -0.31 0.02 -0.10 0.0722
H -2.7124 1.0473 -2.2183 -0.13 0.07 -0.12 0.1102
H -1.9354 0.5153 0.0790 -0.16 0.25 0.00 0.0746
H -1.3130 -2.7113 1.3310 0.21 -0.22 0.17 0.1335
H -1.1854 -1.0130 1.7029 -0.01 0.18 -0.06 0.1005
H 0.7780 -2.8334 0.3609 -0.01 -0.07 -0.09 0.1120
H 0.0390 0.7114 0.6390 -0.14 -0.19 -0.03 0.0973
H 1.7164 1.1253 0.7930 0.17 -0.02 0.23 0.1030
H 0.4728 0.7314 -1.9328 -0.07 -0.05 -0.15 0.0759
H 2.0889 1.3505 -1.4801 0.11 -0.08 -0.35 0.0915
H -0.9902 -3.4635 -1.1375 0.05 -0.13 0.04 0.1140
H -1.7371 -2.9692 -3.4195 -0.08 -0.01 -0.19 0.1132
O 3.6328 -3.7032 5.0667 -0.30 -0.24 0.09 -0.0545
H 4.0345 -4.5506 4.8497 0.12 0.05 -0.03 0.0462
H 3.4640 -3.2977 4.2050 0.09 0.07 -0.14 0.0063
O -2.0295 0.9961 2.4672 -0.29 -0.04 0.05 -0.0589
H -1.2677 1.4630 2.8324 0.10 0.07 -0.06 0.0255
H -2.7115 1.0886 3.1522 0.32 0.05 0.00 0.0195
O 0.0696 3.3316 -3.8911 -0.12 0.40 0.07 -0.0488
H -0.0127 3.2540 -2.9282 0.17 -0.26 -0.08 0.0247
H 0.8526 3.8827 -4.0074 0.10 -0.12 0.07 0.0560
O 1.7825 0.7983 -3.9513 0.35 -0.03 -0.57 -0.1102
H 2.7256 0.8931 -4.1305 0.01 0.06 0.10 0.0497
H 1.3639 1.2285 -4.7075 -0.18 0.05 0.15 0.0479
O -1.1207 6.1058 -3.7726 0.07 -0.02 0.10 -0.0681
H -0.8310 6.4502 -4.6218 -0.03 0.02 0.00 0.0316
H -0.7838 5.1978 -3.7493 -0.16 0.00 -0.16 -0.0150
O 3.3993 3.7103 -0.1498 0.02 -0.37 0.13 -0.0592
H 3.2376 4.0108 0.7484 0.06 0.08 -0.01 0.0259
H 2.5129 3.6250 -0.5254 -0.01 0.32 -0.10 -0.0122
O -3.4845 2.3867 4.4139 -0.17 0.17 0.06 -0.0423
H -3.4892 2.7106 5.3199 0.02 -0.10 0.03 0.0551
H -4.0086 3.0276 3.9213 0.03 -0.01 -0.02 0.0567
O -4.0034 1.7999 0.1551 -0.24 0.21 0.16 -0.0529
H -3.6468 1.6562 1.0408 0.21 -0.06 -0.07 0.0033
H -4.7666 1.2170 0.0966 0.03 -0.01 -0.04 0.0477
O 0.9529 -5.3545 5.7648 0.06 -0.16 0.17 -0.0531
H 1.7352 -4.8053 5.6242 0.10 0.22 -0.17 0.0123
H 1.1409 -5.8320 6.5791 0.02 0.07 0.03 0.0468
O 2.6882 -2.0240 -5.4329 0.12 -0.01 0.08 -0.0770
H 2.7034 -2.8580 -4.9535 -0.01 -0.03 -0.06 0.0224
H 2.6743 -1.3483 -4.7449 -0.24 0.06 -0.05 -0.0466
O 1.2327 5.3585 -1.1475 -0.20 -0.04 0.11 -0.0520
H 0.2969 5.2154 -0.9668 -0.03 0.02 -0.09 0.0433
H 1.4359 6.1815 -0.6924 0.09 0.04 -0.11 0.0513
O -1.4113 -7.0675 5.4652 0.07 -0.01 -0.01 -0.0685
H -0.6239 -6.5118 5.3672 -0.09 0.05 -0.05 -0.0112
H -1.2577 -7.5767 6.2653 -0.03 -0.02 -0.01 0.0244
O 1.0221 1.7578 3.0392 -0.03 0.00 0.23 -0.0320
H 1.7215 2.3965 2.8683 -0.05 0.04 -0.03 0.0488
H 1.3762 1.2022 3.7425 -0.05 -0.04 -0.01 0.0593
```
Positions in Å, forces in eV/Å.

=====

Record 2
Below is one molecule with the formula C5H7FO2 at a distorted geometry, with properties calculated with the ωB97M-V functional and the def2-TZVPD basis.

Calculated values
strongest force on any atom: 9.0 eV/Å
LUMO energy: 0.0123 Ha
Kohn-Sham gap: 9.53 eV
molar mass: 118.107 g/mol
energy: -12107.107 eV
HOMO level: -9.192 eV
net charge: 0

```
15
Properties=species:S:1:pos:R:3:forces:R:3:lowdin_charge:R:1
C 1.8166 -0.4975 -1.4265 -1.09 1.42 -2.88 -0.0103
O 0.4041 -0.5797 -1.3182 2.81 -4.33 -4.71 -0.0965
C -0.1342 0.1743 -0.5171 -6.05 3.47 5.72 -0.3328
C -1.3029 0.7713 -0.9649 2.18 0.32 3.44 0.0249
F -2.2160 1.4812 -0.2194 1.14 -0.87 -1.02 0.0067
C 0.0219 -0.2914 0.9439 1.22 -3.52 -0.01 -0.3836
C -0.8593 0.1279 1.9599 0.16 3.17 4.19 -0.0417
O 0.5977 -1.3471 1.2414 0.93 1.28 -2.06 0.0743
H 1.8632 -0.9812 -2.4742 1.36 1.03 1.78 0.1386
H 1.9838 0.6158 -1.3419 0.71 -1.06 -0.83 0.1162
H 2.3214 -0.9520 -0.6282 0.64 -1.16 0.88 0.0637
H -1.4270 0.6824 -1.9798 -1.13 0.27 -2.27 0.1019
H -0.8020 -0.5121 2.9172 -0.17 0.70 -1.94 0.1273
H -0.4592 1.1694 2.3289 -1.49 -1.34 -0.78 0.1408
H -1.8080 0.1387 1.4790 -1.22 0.61 0.49 0.0705
```
Positions in Å, forces in eV/Å.

=====

Record 3
Below is a 13-piece molecular cluster, C26H78O21 overall at a distorted geometry, with properties calculated with the ωB97M-V functional and the def2-TZVPD basis.

Calculated values
strongest force on any atom: 3.4 eV/Å
LUMO energy: 0.0119 Ha
Kohn-Sham gap: 10.23 eV
molar mass: 726.889 g/mol
energy: -71218.841 eV
HOMO level: -9.904 eV
net charge: 0

```
125
Properties=species:S:1:pos:R:3:forces:R:3:lowdin_charge:R:1
C 12.2059 15.4715 9.8798 0.99 1.09 1.87 -0.1687
C 11.1197 16.0213 10.8277 0.76 0.89 -1.38 -0.2079
O 10.3315 16.9733 10.1061 -0.30 -0.70 0.03 -0.0604
O 13.1303 14.7105 10.6778 -0.52 0.49 -0.59 -0.1090
H 12.7448 16.3049 9.3693 -0.45 -0.41 0.35 0.1400
H 11.8118 14.8140 9.1640 -0.90 -0.72 -1.16 0.0837
H 11.5814 16.4958 11.7000 -0.01 -0.30 0.02 0.1344
H 10.4466 15.2456 11.1081 -0.34 -0.70 0.49 0.0749
H 10.6377 17.8427 10.3219 0.23 0.70 0.07 0.0737
H 13.7082 14.2584 10.0452 0.24 -0.24 0.34 0.0670
C 8.4848 16.2708 13.4227 -0.96 0.00 -0.48 -0.2310
C 8.6266 14.7837 13.1696 -0.13 -1.96 -0.82 -0.2389
O 7.9487 14.1461 14.2673 -0.40 -0.58 -0.47 -0.1330
O 7.1434 16.4948 13.8976 1.31 0.15 0.11 -0.0664
H 8.5967 16.9497 12.5661 0.27 -0.61 0.02 0.1202
H 9.2872 16.4379 14.1194 0.06 0.94 0.94 0.1022
H 9.6819 14.3874 13.2407 -0.72 0.83 -0.57 0.1096
H 8.1492 14.4525 12.1994 0.53 0.39 0.84 0.1263
H 7.6982 13.2105 14.0501 0.60 0.82 0.43 0.0768
H 7.0453 15.7349 14.4910 -0.54 0.06 0.07 0.0600
C 14.0974 11.7012 8.3743 0.51 -0.18 -1.12 -0.2193
C 14.4746 10.7309 9.4936 -0.12 0.30 0.19 -0.1997
O 14.7326 11.4144 10.7317 -0.87 0.05 0.01 -0.1073
O 12.9922 12.5197 8.7656 0.02 -0.10 0.43 -0.0839
H 13.8100 11.1025 7.4766 0.29 0.25 0.59 0.1276
H 14.9543 12.3547 8.0793 -0.45 -0.42 0.34 0.1257
H 15.3724 10.1244 9.2253 -0.68 0.53 0.11 0.1378
H 13.6141 10.0838 9.6618 0.11 -0.29 -0.23 0.0982
H 13.8454 11.5238 11.1713 1.09 -0.02 -0.23 0.0774
H 12.4874 12.7972 7.9962 0.16 -0.12 -0.13 0.0895
C 6.7409 10.7717 13.6871 0.55 1.24 0.32 -0.2214
C 6.1463 9.6786 14.4593 -1.23 -1.86 0.14 -0.2307
O 6.9697 8.5291 14.5878 0.68 -0.14 0.36 -0.0900
O 7.8172 11.3530 14.4498 -1.04 0.49 -0.36 -0.0895
H 5.9523 11.4920 13.5326 -0.28 0.73 0.23 0.1191
H 7.0679 10.5592 12.6813 0.30 -0.75 -0.25 0.1191
H 5.2315 9.3155 13.9396 0.38 0.31 0.37 0.1371
H 5.8718 9.9981 15.4772 -0.06 0.27 -0.40 0.1364
H 7.6657 8.7246 15.2495 0.00 -0.12 -0.21 0.0644
H 8.6176 11.0232 14.0410 0.75 -0.41 -0.31 0.0343
C 16.1539 14.7831 11.5060 -0.83 -0.37 0.84 -0.2017
C 15.5805 14.1952 12.8346 -0.81 0.16 -2.34 -0.1842
O 14.1789 14.3809 13.0808 -0.68 0.13 -0.38 -0.1310
O 15.8086 14.0134 10.3672 0.12 1.41 -0.70 -0.0838
H 17.2381 14.8085 11.6331 0.11 0.03 -0.05 0.1133
H 15.7928 15.8100 11.3348 0.11 -0.32 0.07 0.1253
H 16.0979 14.6157 13.6502 0.63 0.32 1.07 0.1045
H 15.7335 13.1342 12.7322 0.46 -0.65 0.40 0.1128
H 13.6425 14.5232 12.2461 0.98 0.13 0.44 0.0609
H 15.6249 13.0966 10.5391 -0.11 -1.08 0.67 0.0301
C 7.1126 6.8341 11.3756 1.99 -1.56 -1.04 -0.2156
C 7.7787 5.4232 11.5509 -0.64 1.76 2.64 -0.1805
O 7.4403 4.9340 12.9015 1.43 1.71 0.48 -0.1148
O 7.8840 7.7990 12.0798 -0.29 -0.12 0.19 -0.1059
H 6.0815 6.8403 11.6333 -0.88 -0.13 0.73 0.1078
H 7.1245 7.0091 10.2990 0.34 0.64 -0.05 0.1114
H 8.8689 5.5347 11.4210 -0.37 -0.09 0.03 0.1133
H 7.3924 4.6819 10.9141 -0.53 -0.81 -1.00 0.0935
H 7.8153 5.5997 13.5764 -0.81 -1.59 -1.60 0.1103
H 7.6553 7.7224 13.0323 -0.14 0.52 -0.36 0.0549
C 14.3363 12.2293 16.1247 2.20 0.80 1.41 -0.1942
C 14.6276 12.1250 17.6406 -0.71 0.82 -0.45 -0.2317
O 13.6918 12.9652 18.3119 0.07 0.41 -0.05 -0.0962
O 14.4772 13.6554 15.8470 0.12 -1.61 0.96 -0.0723
H 13.3485 11.8896 15.9259 -0.89 -0.33 -0.33 0.0865
H 15.1128 11.6386 15.6010 -0.50 0.25 -0.16 0.1221
H 15.6533 12.4975 17.8376 -0.31 -0.50 -0.11 0.1214
H 14.4454 11.1244 18.0461 0.37 0.08 -0.24 0.1188
H 13.7003 13.8189 17.8342 0.01 -0.58 0.25 0.0789
H 14.1218 13.7589 14.9803 -0.39 0.72 -1.31 0.0161
C 11.1954 10.1802 13.0115 -0.71 -0.22 -1.50 -0.1825
C 11.5011 11.6402 13.3160 -0.33 -0.07 1.45 -0.2321
O 12.7365 11.8811 12.7128 1.04 1.01 0.02 -0.0825
O 9.7602 10.0169 13.0024 -0.29 -1.13 0.18 -0.1085
H 11.7970 9.4823 13.6428 -0.85 0.41 -0.12 0.1399
H 11.4823 10.0041 11.9619 0.45 0.11 0.36 0.0985
H 11.5305 11.7990 14.4311 0.18 -0.16 -0.75 0.1149
H 10.7295 12.3441 12.9765 -0.10 -0.42 -0.39 0.1118
H 13.1007 12.7685 12.9583 -0.23 -0.71 -0.08 0.0776
H 9.4127 9.1913 12.5429 0.90 1.21 0.74 0.0936
C 11.2285 7.8637 10.1942 -0.02 -0.80 -2.58 -0.0649
C 10.6302 8.9885 9.3358 -0.37 0.49 1.52 -0.3135
O 11.5152 9.5096 8.3719 0.17 0.76 -0.41 -0.0821
H 10.6786 7.7723 11.0779 -1.17 -0.18 1.38 0.0266
H 12.2313 8.0716 10.5006 0.82 0.17 -0.10 0.0581
H 11.1748 6.8728 9.6718 0.32 0.82 0.41 0.0946
H 10.3488 9.7519 10.0883 0.16 0.17 -0.47 0.0822
H 9.6861 8.7050 8.8816 -0.16 -0.38 -0.19 0.1110
H 11.1941 10.3946 8.0745 0.11 -1.07 0.43 0.0817
C 10.2493 14.1741 16.6205 -0.81 0.91 -0.57 -0.0642
C 9.4424 14.4964 17.8524 1.28 0.07 1.89 -0.2855
O 10.0442 13.9068 19.0327 0.24 0.11 0.40 -0.1103
H 9.5419 14.3682 15.8058 0.34 -0.45 -0.24 0.0474
H 10.5686 13.1307 16.6301 0.00 0.12 -0.05 0.0622
H 11.0902 14.8600 16.4442 0.01 -0.37 0.41 0.0827
H 8.4335 14.1493 17.8560 -0.69 -0.69 -0.52 0.0989
H 9.3424 15.5397 18.1133 0.11 0.70 -0.70 0.1067
H 10.5034 14.5850 19.5606 -0.32 -0.49 -0.56 0.0860
C 9.9601 10.4603 18.3242 -0.54 0.33 -3.32 -0.0368
C 9.8370 10.1891 16.7645 0.73 -2.61 1.27 -0.2035
O 9.2147 8.8276 16.5275 -0.71 1.22 1.51 -0.1363
H 10.7045 11.2086 18.4874 0.46 0.56 0.28 0.0534
H 10.2519 9.5393 18.7466 0.26 -0.97 0.86 0.0571
H 9.0042 10.8267 18.6457 -0.40 0.03 0.58 0.0735
H 10.8003 9.9844 16.2978 0.27 0.66 0.16 0.0963
H 9.2952 10.9063 16.2037 -0.61 0.76 -0.24 0.0639
H 8.7918 8.6077 17.3943 0.41 0.08 -1.15 0.0904
C 15.8919 8.3499 12.6724 -0.19 -1.36 0.44 -0.0740
C 16.8238 7.1384 12.7580 1.20 0.17 1.94 -0.3605
O 16.8508 6.3983 11.5778 -0.85 -0.03 -1.00 -0.0708
H 14.9007 7.9170 12.5959 -0.43 0.08 -0.39 0.0628
H 16.0660 8.9875 11.8128 0.19 0.25 0.17 0.0628
H 15.8529 8.8518 13.6473 0.45 0.29 -0.42 0.0751
H 16.5347 6.5147 13.6564 -0.10 0.42 -0.89 0.1190
H 17.8760 7.4137 12.9911 -0.47 0.39 -0.03 0.1082
H 17.3590 5.5977 11.6867 0.18 -0.17 0.18 0.0799
C 9.3705 12.5318 9.7994 0.22 0.52 -0.69 -0.0760
C 8.6634 12.9357 8.5009 -0.75 -1.43 0.39 -0.2624
O 9.0516 11.9612 7.4883 0.58 0.15 1.77 -0.0840
H 8.9336 11.6215 10.2002 -0.08 0.08 0.22 0.0707
H 9.3284 13.3681 10.4932 -0.36 -0.12 0.32 0.0458
H 10.4362 12.3641 9.6555 0.16 -0.13 -0.25 0.0603
H 8.9415 13.9212 8.1524 -0.03 0.36 0.09 0.1003
H 7.5482 12.8801 8.7402 1.24 0.23 -0.73 0.1309
H 8.5488 12.0666 6.7035 -0.80 0.30 -1.00 0.0568
```
Positions in Å, forces in eV/Å.